DFT (ωB97M-V/def2-TZVPD) results for a gas-phase ion, C15H24ClN4OS2 (charge +1).

Each line ends with the Löwdin charge.
CARTESIAN COORDINATES (ANGSTROEM)
S (7.796, -2.485, 0.175)  0.7330
C (6.736, -1.251, 0.973)  -0.5697
C (5.649, -0.803, -0.006)  -0.2681
C (5.327, 0.695, 0.155)  -0.0979
C (3.881, 0.973, -0.012)  -0.2625
N (3.027, 0.317, -0.806)  0.2033
C (1.750, 0.844, -0.701)  -0.1826
C (0.615, 0.275, -1.474)  -0.1178
C (-0.610, 1.187, -1.545)  -0.1944
C (-1.563, 1.038, -0.356)  -0.2000
C (-2.905, 1.741, -0.635)  -0.1965
C (-4.117, 0.919, -0.214)  -0.2203
C (-4.381, 0.981, 1.288)  -0.2602
C (-5.556, 0.067, 1.661)  -0.4580
S (-5.016, -1.596, 2.110)  1.0140
C (-5.156, -2.434, 0.599)  -0.7157
N (-5.934, -2.230, -0.412)  0.0524
N (-5.624, -3.216, -1.336)  0.0579
C (-4.709, -3.941, -0.794)  -0.1811
O (-4.336, -3.494, 0.437)  0.0197
C (1.832, 1.862, 0.199)  -0.0037
N (3.160, 1.916, 0.597)  -0.4301
Cl (3.774, 3.019, 1.707)  0.8595
H (8.880, -2.397, 0.952)  -0.1375
H (7.347, -0.396, 1.247)  0.0726
H (6.301, -1.652, 1.880)  0.0756
H (5.974, -1.029, -1.016)  0.0933
H (4.764, -1.396, 0.204)  0.1106
H (5.581, 0.990, 1.168)  0.1031
H (5.897, 1.295, -0.546)  0.1446
H (3.290, -0.452, -1.400)  0.1851
H (0.962, 0.041, -2.476)  0.1262
H (0.320, -0.654, -0.990)  0.1308
H (-0.339, 2.236, -1.638)  0.1220
H (-1.166, 0.904, -2.431)  0.1168
H (-1.127, 1.502, 0.528)  0.1020
H (-1.722, -0.015, -0.146)  0.1132
H (-2.985, 1.941, -1.700)  0.1074
H (-2.944, 2.703, -0.130)  0.1138
H (-4.031, -0.114, -0.540)  0.1018
H (-4.995, 1.330, -0.710)  0.1209
H (-4.603, 2.000, 1.586)  0.1137
H (-3.500, 0.602, 1.801)  0.0912
H (-6.065, 0.445, 2.540)  0.0721
H (-6.295, 0.036, 0.867)  0.0796
H (-4.231, -4.813, -1.189)  0.1272
H (1.049, 2.511, 0.529)  0.1327

M   376.0 g/mol
Energy   -58137.389 eV
Net charge   +1
Structure (SMILES)   SCCCc1[nH]c(CCCCCCCSc2nnco2)c[n+]1Cl
Gap between HOMO and LUMO   7.5213 eV